Entry 1:
{
  "formula": "H4NS",
  "method": "ωB97M-V with the def2-TZVPD basis set",
  "species": ["N", "H", "H", "H", "S", "H"],
  "xyz": [[-0.712, 1.136, 0.231], [-1.048, 0.170, 0.282], [0.235, 0.930, -0.070], [-0.653, 1.428, 1.202], [0.683, -2.130, -0.379], [1.495, -1.534, -1.266]],
  "nbo_charge": [-1.10, 0.39, 0.37, 0.33, -1.07, 0.08],
  "orbital_gap_ev": 7.5,
  "de_lowest_kcal_mol": 1.4,
  "homo_ev": -2.6,
  "energy_ev": -12391.3151,
  "total_charge": -1,
  "max_force_ev_per_a": 0.493
}

Entry 2:
{
  "formula": "H4NS",
  "method": "ωB97M-V with the def2-TZVPD basis set",
  "species": ["N", "H", "H", "H", "S", "H"],
  "xyz": [[-0.300, 2.073, 0.766], [0.528, 2.317, 1.272], [-0.131, 2.233, -0.232], [-0.291, 1.038, 0.682], [0.106, -1.245, -0.375], [0.303, -0.184, -1.090]],
  "nbo_charge": [-1.47, 0.26, 0.25, 0.39, -1.50, 0.06],
  "multiplicity": 2,
  "orbital_gap_ev": [2.6, 6.8],
  "de_lowest_kcal_mol": 9.2,
  "homo_ev": [4.9, 0.7],
  "energy_ev": -12386.2631,
  "s_squared": 0.751,
  "total_charge": -2,
  "max_force_ev_per_a": 1.732
}

Entry 3:
{
  "formula": "H4O2",
  "method": "ωB97M-V with the def2-TZVPD basis set",
  "species": ["O", "H", "H", "O", "H", "H"],
  "xyz": [[-0.775, -0.254, 0.963], [-0.277, -0.715, 1.578], [-1.063, -0.840, 0.193], [1.063, 0.784, -0.810], [0.678, 0.706, -1.716], [0.374, 0.320, -0.207]],
  "nbo_charge": [-0.93, 0.48, 0.49, -0.97, 0.46, 0.48],
  "orbital_gap_ev": 11.4,
  "de_lowest_kcal_mol": 8.7,
  "homo_ev": -10.8,
  "energy_ev": -4159.5633,
  "smiles": "O.O",
  "total_charge": 0,
  "max_force_ev_per_a": 4.329
}

Entry 4:
{
  "formula": "H4O2",
  "method": "ωB97M-V with the def2-TZVPD basis set",
  "species": ["O", "H", "H", "O", "H", "H"],
  "xyz": [[0.487, 0.189, -1.234], [1.320, 0.185, -0.768], [0.511, 0.986, -1.779], [-0.685, -0.313, 1.273], [-0.438, 0.507, 0.797], [0.189, -0.686, 1.433]],
  "nbo_charge": [-0.93, 0.46, 0.47, -0.93, 0.47, 0.45],
  "orbital_gap_ev": 11.6,
  "de_lowest_kcal_mol": 6.6,
  "homo_ev": -11.0,
  "energy_ev": -4159.6526,
  "smiles": "O.O",
  "total_charge": 0,
  "max_force_ev_per_a": 0.979
}

Entry 5:
{
  "formula": "H4O2",
  "method": "ωB97M-V with the def2-TZVPD basis set",
  "species": ["O", "H", "H", "O", "H", "H"],
  "xyz": [[-0.801, -1.048, -9.698], [-1.545, -0.571, -9.475], [-0.947, -1.426, -10.607], [0.902, 0.965, 9.677], [0.577, 0.779, 10.599], [1.104, 1.880, 9.650]],
  "nbo_charge": [-0.94, 0.46, 0.47, -0.94, 0.47, 0.47],
  "orbital_gap_ev": 12.7,
  "de_lowest_kcal_mol": 8.3,
  "homo_ev": -11.6,
  "energy_ev": -4159.5798,
  "smiles": "O.O",
  "total_charge": 0,
  "max_force_ev_per_a": 3.957
}

Entry 6:
{
  "formula": "H4O2",
  "method": "ωB97M-V with the def2-TZVPD basis set",
  "species": ["O", "H", "H", "O", "H", "H"],
  "xyz": [[1.755, -0.240, -0.131], [0.835, -0.133, 0.115], [2.205, 0.443, 0.305], [-1.203, -0.177, -0.052], [-2.101, -0.638, 0.059], [-1.490, 0.745, -0.295]],
  "nbo_charge": [-0.95, 0.48, 0.46, -0.96, 0.48, 0.48],
  "orbital_gap_ev": 11.6,
  "de_lowest_kcal_mol": 4.5,
  "homo_ev": -11.0,
  "energy_ev": -4159.7444,
  "smiles": "O.O",
  "total_charge": 0,
  "max_force_ev_per_a": 2.745
}

Entry 7:
{
  "formula": "H4O2",
  "method": "ωB97M-V with the def2-TZVPD basis set",
  "species": ["O", "H", "H", "O", "H", "H"],
  "xyz": [[-1.964, 0.192, -0.154], [-1.252, -0.440, -0.142], [-2.756, -0.277, 0.144], [2.231, 0.017, -0.168], [1.448, -0.431, 0.167], [2.294, 0.939, 0.153]],
  "nbo_charge": [-0.94, 0.46, 0.47, -0.95, 0.47, 0.48],
  "orbital_gap_ev": 12.2,
  "de_lowest_kcal_mol": 6.4,
  "homo_ev": -11.7,
  "energy_ev": -4159.6606,
  "smiles": "O.O",
  "total_charge": 0,
  "max_force_ev_per_a": 1.110
}

Entry 8:
{
  "formula": "H4O2",
  "method": "ωB97M-V with the def2-TZVPD basis set",
  "species": ["O", "H", "H", "O", "H", "H"],
  "xyz": [[-1.408, 0.434, -1.408], [-0.455, 0.505, -1.293], [-1.885, 0.664, -0.641], [1.164, -0.231, 0.897], [0.551, -0.933, 1.234], [2.033, -0.439, 1.211]],
  "nbo_charge": [-0.96, 0.49, 0.47, -0.95, 0.48, 0.47],
  "orbital_gap_ev": 12.0,
  "de_lowest_kcal_mol": 4.7,
  "homo_ev": -11.3,
  "energy_ev": -4159.7334,
  "smiles": "O.O",
  "total_charge": 0,
  "max_force_ev_per_a": 2.175
}

Entry 9:
{
  "formula": "H4O2",
  "method": "ωB97M-V with the def2-TZVPD basis set",
  "species": ["O", "H", "H", "O", "H", "H"],
  "xyz": [[-1.463, -1.389, 0.817], [-2.253, -0.826, 0.899], [-0.855, -0.620, 0.669], [1.367, 1.258, -0.803], [1.981, 1.687, -0.206], [1.893, 0.807, -1.475]],
  "nbo_charge": [-0.93, 0.46, 0.47, -0.95, 0.47, 0.47],
  "orbital_gap_ev": 12.2,
  "de_lowest_kcal_mol": 5.6,
  "homo_ev": -11.4,
  "energy_ev": -4159.6970,
  "smiles": "O.O",
  "total_charge": 0,
  "max_force_ev_per_a": 2.219
}

Entry 10:
{
  "formula": "H4O2",
  "method": "ωB97M-V with the def2-TZVPD basis set",
  "species": ["O", "H", "H", "O", "H", "H"],
  "xyz": [[-0.450, -2.276, 4.043], [-0.172, -3.105, 3.820], [0.019, -1.564, 3.537], [0.293, 2.239, -3.909], [0.012, 2.510, -4.780], [1.389, 2.451, -3.653]],
  "nbo_charge": [-0.94, 0.47, 0.48, -0.97, 0.48, 0.49],
  "orbital_gap_ev": 12.3,
  "de_lowest_kcal_mol": 24.9,
  "homo_ev": -11.4,
  "energy_ev": -4158.8588,
  "smiles": "O.O",
  "total_charge": 0,
  "max_force_ev_per_a": 5.636
}

Entry 11:
{
  "formula": "H4O2",
  "method": "ωB97M-V with the def2-TZVPD basis set",
  "species": ["O", "H", "H", "O", "H", "H"],
  "xyz": [[-2.078, -0.065, -0.020], [-2.018, 0.760, -0.507], [-1.208, -0.437, 0.076], [1.964, 0.010, -0.150], [1.504, -0.842, -0.069], [1.836, 0.574, 0.670]],
  "nbo_charge": [-0.94, 0.47, 0.47, -0.95, 0.47, 0.48],
  "orbital_gap_ev": 12.2,
  "de_lowest_kcal_mol": 6.9,
  "homo_ev": -11.7,
  "energy_ev": -4159.6409,
  "smiles": "O.O",
  "total_charge": 0,
  "max_force_ev_per_a": 2.094
}

Entry 12:
{
  "formula": "H4O2",
  "method": "ωB97M-V with the def2-TZVPD basis set",
  "species": ["O", "H", "H", "O", "H", "H"],
  "xyz": [[0.333, 1.032, 0.297], [1.017, 0.365, 0.600], [0.706, 1.552, -0.472], [-0.908, -1.321, -0.083], [-0.310, -1.109, -0.801], [-0.837, -0.519, 0.458]],
  "nbo_charge": [-0.97, 0.48, 0.49, -0.95, 0.46, 0.48],
  "orbital_gap_ev": 11.7,
  "de_lowest_kcal_mol": 6.6,
  "homo_ev": -11.1,
  "energy_ev": -4159.6527,
  "smiles": "O.O",
  "total_charge": 0,
  "max_force_ev_per_a": 1.877
}